w) 11
Properties=species:S:1:pos:R:3 method="wB97M-V/def2-TZVPD" homo_lumo_gap_ev=7.0 e_homo_ev=-8.2
Br -2.439 1.498 -0.291
S 3.528 2.432 -0.085
C 2.025 1.656 0.283
C -1.313 -0.923 0.534
C 0.955 1.147 0.339
C -1.382 0.498 0.831
H 3.854 2.718 1.308
H -1.071 -1.174 -0.442
H -1.329 0.929 1.767
H -2.370 -1.336 0.573
H -0.752 -1.614 1.235



x) 11
Properties=species:S:1:pos:R:3 method="wB97M-V/def2-TZVPD" homo_lumo_gap_ev="5.2 / 5.2" e_homo_ev="-7.3 / -7.3"
Br 3.150 -0.939 -0.015
S -0.040 2.458 0.266
C -0.960 -0.027 -0.243
C -1.204 1.334 -0.173
C 0.200 -0.917 -0.131
C 1.455 -0.355 0.457
H 0.227 -1.336 -1.216
H 1.262 0.413 1.143
H -1.923 -0.630 -0.365
H -2.134 1.748 -0.374
H -0.032 -1.749 0.650



What is the stability order? It is x), w), from most stable to least stable.



w) 18
Properties=species:S:1:pos:R:3 method="wB97M-V/def2-TZVPD" homo_lumo_gap_ev=9.6 e_homo_ev=-9.3
S -3.291 0.301 -1.095
S -2.082 -1.061 -2.021
O 2.144 -0.984 3.535
N -0.653 -0.203 0.845
C -0.129 0.462 -0.394
C 1.300 0.981 -0.267
C -0.322 -0.536 -1.506
H -1.319 0.510 1.145
H 1.508 1.222 0.764
H 1.422 1.788 -0.966
H -3.042 1.395 -1.931
H -1.349 -0.922 0.674
H -0.826 1.282 -0.625
H 2.035 0.237 -0.588
H 0.243 -1.437 -1.221
H 2.617 -1.821 3.493
H 1.728 -1.007 2.658
H 0.014 -0.206 -2.501



x) 18
Properties=species:S:1:pos:R:3 method="wB97M-V/def2-TZVPD" homo_lumo_gap_ev=9.1 e_homo_ev=-8.8
S -2.225 0.752 0.420
S -1.726 -1.005 -0.548
O 1.357 2.403 2.415
N 2.285 -0.274 -0.210
C 0.089 -1.253 -0.692
C 2.962 -1.092 -1.230
C 0.915 0.043 -0.608
H 0.999 0.571 -1.563
H 4.008 -1.257 -0.992
H 1.163 2.175 3.298
H -1.751 0.482 1.633
H 2.976 -0.613 -2.230
H 2.365 -1.995 -1.315
H 0.155 -1.664 -1.700
H 0.511 -1.961 0.014
H 0.440 0.634 0.166
H 0.628 2.936 2.038
H 2.885 0.513 -0.041



What is the stability order? It is w), x), from most stable to least stable.



w) 18
Properties=species:S:1:pos:R:3 method="wB97M-V/def2-TZVPD" homo_lumo_gap_ev=9.3 e_homo_ev=-9.2
S 1.330 2.278 -1.555
S 1.864 2.726 0.468
O -3.894 -1.782 1.409
N -0.829 0.628 0.320
C 0.537 -1.405 0.104
C 0.591 0.124 -0.072
C 1.054 0.517 -1.481
H -0.292 -1.747 0.740
H 2.079 0.176 -1.715
H -0.854 1.677 0.256
H 1.626 -1.816 0.378
H 0.251 0.156 -2.185
H -2.958 -1.589 1.253
H 0.356 -1.913 -0.874
H -0.802 0.272 1.224
H 1.248 0.295 0.738
H 3.106 2.783 0.269
H -4.411 -1.381 0.724



x) 18
Properties=species:S:1:pos:R:3 method="wB97M-V/def2-TZVPD" homo_lumo_gap_ev=8.9 e_homo_ev=-8.3
S 1.936 -0.048 -1.190
S 2.516 0.212 0.756
O -2.042 0.079 -2.245
N -1.389 0.890 0.907
C 0.985 0.136 1.656
C -0.041 1.246 1.387
C 0.935 -1.555 -1.220
H 0.497 -0.838 1.568
H -2.596 0.854 -2.377
H -1.354 0.404 0.011
H -0.227 1.778 2.329
H 0.069 -1.517 -0.571
H 1.461 -2.462 -0.889
H 0.584 -1.665 -2.249
H 1.284 0.131 2.715
H -1.729 0.147 1.517
H -1.246 0.277 -2.740
H 0.356 1.931 0.636



What is the stability order? It is x), w), from most stable to least stable.